Entry 1:
Formula: C28H47BF3IN2O7SSn
Source: the Open Molecules 2025 dataset
Level of theory: ωB97M-V/def2-TZVPD

CARTESIAN COORDINATES (ANGSTROEM)
C (4.5181, -1.1463, 2.4476)
C (4.0632, 0.0375, 1.4553)
C (3.7610, -0.6287, 0.0674)
I (5.7347, -1.1985, -0.7414)
C (3.1403, 0.3359, -1.0408)
O (1.7164, 0.2114, -1.2216)
C (0.9301, 0.7180, -0.1604)
C (0.1628, 1.9908, -0.7557)
C (-0.5350, 1.7249, -2.1452)
C (0.4241, 1.9812, -3.4072)
C (0.4164, 0.6058, -4.2241)
O (1.1596, 0.7324, -5.4328)
C (2.5640, 0.6145, -5.1250)
C (-0.1352, -0.4097, 0.3178)
S (-0.1068, -1.6478, -1.1174)
C (0.3811, -1.2573, 1.5394)
C (-0.2692, -2.6833, 1.6824)
C (0.6740, -3.8540, 1.2786)
O (1.8719, -3.8187, 1.2694)
N (0.0388, -5.1490, 0.9153)
C (-0.6349, -5.0558, -0.3529)
C (-2.1144, -4.9358, -0.3214)
C (-2.8282, -4.8293, -1.5910)
C (-2.0901, -4.8724, -2.8595)
C (-0.6386, -5.0011, -2.8563)
C (0.1167, -5.0837, -1.6172)
O (-1.4677, 0.0660, 0.3334)
C (-2.0016, 0.5731, 1.5233)
C (-1.0981, 1.5344, 2.3881)
C (-1.8741, 2.7768, 2.9850)
O (-3.2178, 2.5149, 3.3238)
C (-3.8318, 3.7317, 3.7767)
C (-4.1778, 4.7777, 2.6301)
F (-5.3317, 5.4178, 2.8477)
F (-3.1679, 5.8511, 2.6537)
F (-4.0975, 4.2689, 1.3576)
C (-2.6892, -0.5051, 2.4929)
N (-3.4821, -1.4379, 1.6737)
C (-4.8571, -0.9578, 1.4435)
B (3.6791, 1.8787, -0.9258)
O (3.2947, 2.7680, 0.1198)
O (4.6011, 2.3767, -1.8716)
C (4.0233, 3.4378, -2.6733)
H (5.6069, -1.3764, 2.3082)
H (4.2721, -0.8572, 3.4993)
H (3.8848, -2.0466, 2.1957)
H (3.1851, 0.5171, 1.9571)
H (4.9464, 0.7379, 1.4390)
H (3.1967, -1.5914, 0.1147)
H (3.5972, -0.0216, -2.0093)
H (1.4835, 0.9974, 0.7714)
H (-0.6254, 2.4016, -0.0552)
H (0.8976, 2.8338, -0.9244)
H (-1.0623, 0.7457, -2.2318)
H (-1.3412, 2.5149, -2.2446)
H (1.4524, 2.2835, -3.0986)
H (-0.0784, 2.7266, -4.0835)
H (0.7663, -0.2237, -3.5509)
H (-0.6750, 0.4067, -4.4325)
H (3.1034, 1.3634, -5.7535)
H (2.8187, 0.8203, -4.0529)
H (2.8619, -0.4467, -5.3349)
H (-1.3086, -2.3063, -1.0121)
H (0.3125, -0.7598, 2.5412)
H (1.4828, -1.4288, 1.3633)
H (-0.5133, -2.8368, 2.7785)
H (-1.2605, -2.7822, 1.1576)
H (-0.6020, -5.3933, 1.6758)
H (-2.6212, -4.9204, 0.6671)
H (-3.9375, -4.7211, -1.5274)
H (-2.6705, -4.7766, -3.8091)
H (-0.1024, -5.0383, -3.8289)
H (1.2299, -5.1553, -1.6099)
H (-2.8886, 1.2096, 1.2091)
H (-0.1972, 1.9581, 1.8823)
H (-0.7511, 0.9533, 3.2918)
H (-1.3410, 3.0466, 3.9416)
H (-1.7293, 3.6212, 2.2010)
H (-4.7734, 3.5653, 4.3568)
H (-3.0969, 4.2415, 4.4685)
H (-1.9268, -1.0091, 3.1379)
H (-3.4207, -0.0006, 3.1926)
H (-3.4638, -2.3831, 2.0546)
H (-4.7918, -0.1700, 0.6364)
H (-5.3520, -0.5261, 2.3574)
H (-5.4843, -1.7874, 1.0266)
H (4.0735, 2.9933, 0.6647)
H (3.0021, 3.7458, -2.3367)
H (3.9860, 3.0501, -3.7323)
H (4.7463, 4.3012, -2.6908)
Sn (-1.5156, 5.0699, 1.3469)

Computed properties:
Charge = +2
Spin multiplicity = 1

Löwdin population analysis, charges in e, atoms 1 to 6:
1 C -0.13
2 C -0.32
3 C -0.59
4 I 0.96
5 C -0.26
6 O -0.18

=====

Entry 2:
Formula: C28H47BO9OsP3
Source: the Open Molecules 2025 dataset
Level of theory: ωB97M-V/def2-TZVPD

CARTESIAN COORDINATES (ANGSTROEM)
Os (0.2375, 0.9423, -1.7767)
O (3.0235, 1.1092, -4.2744)
P (2.1808, 2.3552, -3.8166)
O (2.7861, 3.6574, -3.9917)
O (1.6863, 2.0173, -2.3312)
O (0.7917, 2.2041, -4.6937)
P (-0.3525, 1.2196, -4.2487)
O (-1.1528, 0.9158, -5.5397)
O (-1.0824, 1.8102, -2.9717)
O (0.2289, -0.0571, -3.7038)
H (3.8039, 1.3788, -4.7820)
H (-1.3449, 1.6565, -6.1354)
C (-2.6625, -6.8427, -1.1124)
C (-1.1632, -6.9403, -1.3917)
C (-0.5146, -7.7478, -0.2597)
C (-0.9639, -7.6794, -2.7211)
C (-0.4979, -5.5609, -1.4676)
C (0.8758, -5.4739, -1.7213)
C (1.5688, -4.2671, -1.7588)
C (0.8203, -3.1367, -1.5468)
O (1.2286, -1.7943, -1.5190)
B (0.0557, -1.1029, -1.2862)
O (-1.0336, -1.9059, -1.1435)
C (-0.5262, -3.2030, -1.3260)
C (-1.2232, -4.3866, -1.2665)
H (-3.0841, -7.8471, -1.0547)
H (-3.1890, -6.3093, -1.9078)
H (-2.8673, -6.3444, -0.1619)
H (-0.9535, -8.7469, -0.2178)
H (-0.6747, -7.2632, 0.7060)
H (0.5604, -7.8608, -0.4073)
H (-1.4430, -8.6595, -2.6745)
H (0.0922, -7.8363, -2.9448)
H (-1.4088, -7.1226, -3.5484)
H (1.4342, -6.3838, -1.8994)
H (2.6307, -4.2199, -1.9565)
H (-2.2866, -4.3866, -1.0763)
C (-3.0265, 0.9591, 2.9623)
C (-2.1091, 2.0275, 3.5890)
C (-0.7152, 2.0446, 2.9349)
C (-0.8719, 1.7538, 1.4365)
C (-1.3202, 0.2884, 1.2430)
C (-2.1996, -0.1957, 2.4040)
P (0.4955, 2.1500, 0.2931)
C (0.5470, 3.9667, -0.0321)
C (0.4427, 4.8834, 1.2128)
C (-0.9864, 5.2554, 1.6245)
C (-1.8107, 5.7816, 0.4546)
C (-1.8177, 4.7653, -0.6796)
C (-0.3931, 4.4798, -1.1403)
C (2.2340, 1.7579, 0.7824)
C (2.9610, 2.5525, 1.8840)
C (2.8412, 1.9790, 3.2955)
C (3.1351, 0.4802, 3.3275)
C (2.2518, -0.2740, 2.3368)
C (2.5000, 0.2484, 0.9264)
H (-3.6271, 1.3945, 2.1576)
H (-3.7287, 0.5902, 3.7094)
H (-1.9900, 1.8348, 4.6563)
H (-2.5712, 3.0125, 3.4958)
H (-0.0939, 1.2707, 3.3844)
H (-0.2249, 2.9986, 3.1207)
H (-1.6647, 2.4073, 1.0581)
H (-0.4473, -0.3670, 1.1591)
H (-1.8745, 0.2046, 0.2983)
H (-1.5698, -0.6038, 3.1997)
H (-2.8397, -1.0096, 2.0629)
H (1.5606, 4.0517, -0.4397)
H (0.9763, 5.8047, 0.9585)
H (0.9601, 4.4605, 2.0711)
H (-0.9272, 6.0078, 2.4131)
H (-1.4994, 4.3915, 2.0544)
H (-1.3760, 6.7191, 0.0923)
H (-2.8280, 6.0008, 0.7815)
H (-2.4005, 5.1327, -1.5258)
H (-2.3039, 3.8410, -0.3448)
H (0.0459, 5.4146, -1.5046)
H (-0.4077, 3.8008, -1.9882)
H (2.6966, 2.0674, -0.1618)
H (2.6650, 3.5979, 1.8737)
H (4.0186, 2.5438, 1.6004)
H (1.8466, 2.1692, 3.7028)
H (3.5477, 2.5052, 3.9395)
H (2.9972, 0.0895, 4.3368)
H (4.1836, 0.3133, 3.0576)
H (1.1994, -0.1495, 2.6089)
H (2.4645, -1.3439, 2.3720)
H (1.9208, -0.3243, 0.1956)
H (3.5531, 0.0819, 0.6792)

Computed properties:
Charge = +1
Spin multiplicity = 1

Löwdin population analysis, charges in e, atoms 1 to 6:
1 Os 1.45
2 O -0.06
3 P 0.32
4 O -0.19
5 O -0.44
6 O -0.20

=====

Entry 3:
Formula: C28H47BrCdNP3
Source: the Open Molecules 2025 dataset
Level of theory: ωB97M-V/def2-TZVPD

CARTESIAN COORDINATES (ANGSTROEM)
C (1.8542, 3.8946, -0.1161)
C (0.8493, 3.1966, -0.8239)
C (0.9646, 3.1439, -2.2336)
C (2.0383, 3.7928, -2.8500)
N (2.9849, 4.4363, -2.1613)
C (2.8825, 4.5146, -0.8315)
C (-0.1929, 2.5063, -0.1411)
C (-1.2513, 2.1234, 0.4304)
C (-2.6118, 2.3137, 0.8802)
C (-3.3707, 1.2722, 1.4580)
C (-4.6920, 1.4791, 1.8552)
C (-5.2670, 2.7442, 1.6696)
C (-4.5362, 3.7941, 1.0861)
C (-3.2157, 3.5729, 0.6980)
Cd (-0.0733, 0.0685, 0.6052)
P (2.4085, -0.4025, -0.0596)
H (0.2341, 2.6082, -2.8439)
H (1.8463, 3.9457, 0.9750)
H (2.1346, 3.7852, -3.9376)
H (3.6503, 5.0867, -0.3064)
H (-2.6187, 4.3623, 0.2297)
H (-2.9147, 0.2797, 1.5853)
H (-4.9895, 4.7675, 0.9359)
H (-5.2749, 0.6764, 2.2997)
C (2.9485, -2.1307, 0.3058)
C (4.0826, -2.7173, -0.5309)
H (2.0398, -2.7459, 0.1859)
H (3.1961, -2.1620, 1.3797)
H (4.2504, -3.7533, -0.2111)
H (3.8397, -2.7477, -1.6008)
H (5.0374, -2.1908, -0.4008)
C (2.6257, -0.1160, -1.8723)
C (4.0054, 0.3186, -2.3536)
H (1.8858, 0.6600, -2.1360)
H (2.3021, -1.0381, -2.3837)
H (3.9700, 0.4413, -3.4437)
H (4.2982, 1.2898, -1.9319)
H (4.7904, -0.4210, -2.1443)
C (3.5549, 0.7471, 0.8137)
C (5.0123, 0.3183, 0.9435)
H (3.1148, 0.8915, 1.8154)
H (3.4726, 1.7225, 0.3081)
H (5.5578, 1.0949, 1.4932)
H (5.1188, -0.6145, 1.5107)
H (5.5173, 0.2067, -0.0242)
Br (-7.0519, 3.0317, 2.2115)
P (-1.4508, -1.3713, -0.9727)
C (-0.4078, -2.3503, -2.1252)
C (-1.0819, -3.5797, -2.7175)
H (0.4914, -2.6343, -1.5501)
H (-0.0556, -1.6675, -2.9158)
H (-0.3763, -4.1037, -3.3708)
H (-1.3919, -4.2868, -1.9407)
H (-1.9542, -3.3229, -3.3287)
C (-2.5155, -2.4946, 0.0241)
C (-3.8341, -2.9099, -0.6175)
H (-2.6982, -1.9651, 0.9757)
H (-1.9083, -3.3770, 0.2868)
H (-4.3828, -3.5655, 0.0697)
H (-4.4789, -2.0470, -0.8260)
H (-3.6874, -3.4716, -1.5485)
C (-2.5124, -0.2052, -1.9178)
C (-3.0077, -0.7028, -3.2718)
H (-1.9026, 0.7065, -2.0362)
H (-3.3525, 0.0877, -1.2671)
H (-3.6019, 0.0880, -3.7449)
H (-2.1760, -0.9377, -3.9465)
H (-3.6563, -1.5837, -3.1834)
C (-1.7112, -1.9059, 4.0088)
P (-0.5223, -0.9270, 3.0273)
C (-0.4608, 0.7093, 3.8659)
C (1.1194, -1.6411, 3.4323)
H (-2.7127, -1.4589, 3.9685)
H (-1.3974, -1.9616, 5.0559)
H (-1.7851, -2.9254, 3.6096)
H (-0.3246, 0.5916, 4.9495)
H (0.3691, 1.3091, 3.4617)
H (-1.4011, 1.2417, 3.6712)
H (1.1685, -1.9054, 4.4965)
H (1.2578, -2.5470, 2.8240)
H (1.9345, -0.9325, 3.2165)

Computed properties:
Charge = +2
Spin multiplicity = 1

Löwdin population analysis, charges in e, atoms 1 to 6:
1 C -0.01
2 C -0.25
3 C -0.02
4 C -0.11
5 N 0.09
6 C -0.11

=====

Record-wise electronic energy values, in Ha: -2965.04514; -2912.00675; -4915.15724
Record-wise frontier orbital gap values, in Eh: 0.058; 0.232; 0.277